Density functional theory data (ωB97M-V with the def2-TZVPD basis set) for a structure of composition C5H8O2.

Cartesian coordinates (Å):
1 C -1.9704 -0.3950 -0.8318
2 C -0.6713 0.1002 -0.2781
3 O -0.5784 1.4494 0.0047
4 C 1.3607 0.2261 1.4192
5 C 1.9910 0.1760 0.2046
6 C 0.3549 -0.7810 -0.1280
7 O 0.5697 -1.9745 -0.1903
8 H -2.7803 -0.2345 -0.1085
9 H -2.2469 0.1215 -1.7630
10 H -1.8975 -1.4638 -1.0429
11 H -1.0852 1.9231 -0.6683
12 H 0.8097 1.1099 1.7198
13 H 1.4209 -0.6014 2.1186
14 H 2.0225 1.0500 -0.4378
15 H 2.6598 -0.6448 -0.0318

Properties
Highest occupied orbital energy (eV): -7.50
M (g/mol): 100.1
2S+1: 1
HOMO-LUMO gap (eV): 8.099

***

Density functional theory data (ωB97M-V with the def2-TZVPD basis set) for a cluster of 3 separate species, C3H8NO in total.

Cartesian coordinates (Å):
1 C -0.3212 1.2700 0.8584
2 O 0.0370 1.6551 2.0182
3 C 0.4963 0.4312 -0.1406
4 C -0.5628 -0.3077 0.6653
5 N 0.1237 0.4953 -1.5039
6 H -1.1026 1.9059 0.4169
7 H -0.8147 -1.0307 -0.7298
8 H 1.5524 0.3014 0.1022
9 H 0.6936 -2.4900 -0.9605
10 H -0.2024 -0.9945 1.4283
11 H -1.6424 -0.4490 0.6086
12 H 1.3712 -2.1971 -0.8814
13 H 0.3720 1.4101 -1.8819

Properties
Highest occupied orbital energy (eV): -2.14
M (g/mol): 74.1
Charge: -1
2S+1: 1
HOMO-LUMO gap (eV): 6.678

***

Density functional theory data (ωB97M-V with the def2-TZVPD basis set) for a cluster of 2 separate species, C4H12 in total.

Cartesian coordinates (Å):
1 C 1.7709 -0.1948 -0.3167
2 C 2.3156 1.1639 -0.1595
3 H 1.0050 -0.4726 0.4155
4 H 1.2568 -0.2944 -1.2663
5 H 2.4685 -1.0569 -0.4929
6 H 1.6397 1.8856 -0.6716
7 H 3.1854 1.4360 -0.8173
8 H 2.6372 1.4851 0.8351
9 C -2.7506 -0.6312 0.6279
10 C -1.3652 -0.3950 -0.0427
11 H -2.5866 -0.3255 1.7020
12 H -3.3837 0.0910 0.1141
13 H -3.1717 -1.6105 0.5919
14 H -1.1352 0.6794 -0.1972
15 H -1.2340 -0.8777 -1.0103
16 H -0.6522 -0.8826 0.6880

Properties
Highest occupied orbital energy (spin up / spin down) (eV): -16.90 / -15.64
M (g/mol): 60.1
Charge: +1
2S+1: 2
HOMO-LUMO gap (spin up / spin down) (eV): 13.995 / 4.446

***

Density functional theory data (ωB97M-V with the def2-TZVPD basis set) for a cluster of 5 separate species, C29H58BN10O7S in total.

Cartesian coordinates (Å):
1 C 4.1217 -0.0405 2.9442
2 C 4.6215 1.3743 3.1892
3 N 4.1318 2.3348 2.1713
4 C 2.9013 3.0006 2.5921
5 C 2.3969 3.9077 1.4946
6 N 2.1687 3.1309 0.2792
7 C 3.1184 2.8928 -0.6326
8 N 2.6046 2.1107 -1.5797
9 C 1.2845 1.8136 -1.2901
10 B 0.3751 0.8548 -2.1648
11 O -0.7679 1.2971 -2.6999
12 N 0.8655 -0.5185 -2.3924
13 C 1.4893 -1.0833 -1.1858
14 C 1.8597 -0.5313 -3.4750
15 C 0.9939 2.4889 -0.1134
16 C -0.2878 2.5934 0.6458
17 C -0.8503 1.2614 1.1611
18 C -2.3763 1.3085 1.4400
19 C -2.8863 2.5371 2.2085
20 S -3.9031 3.7101 1.2571
21 C -2.7530 4.9243 0.8423
22 N -2.1217 5.7178 1.6493
23 N -1.2792 6.4753 0.8869
24 C -1.4860 6.0991 -0.3360
25 O -2.3881 5.1154 -0.4580
26 C 5.1994 3.2384 1.8605
27 C 5.4096 4.5011 2.6499
28 O 5.9384 2.9718 0.9693
29 H 3.2072 -0.2644 3.4829
30 H 3.9845 -0.2207 1.8847
31 H 4.8620 -0.7563 3.2889
32 H 5.7058 1.3624 3.1485
33 H 4.3550 1.7011 4.1945
34 H 2.1554 2.2244 2.7525
35 H 2.9810 3.5321 3.5355
36 H 3.1142 4.6851 1.2572
37 H 1.4950 4.4108 1.8185
38 H 4.1220 3.2697 -0.5730
39 H 3.1154 1.7830 -2.3800
40 H -1.3784 0.5624 -2.8483
41 H 2.4708 -0.6519 -0.9753
42 H 0.8672 -0.8918 -0.3186
43 H 1.5881 -2.1610 -1.2577
44 H 1.6179 0.1868 -4.2574
45 H 1.9146 -1.5097 -3.9432
46 H 2.8675 -0.3004 -3.1165
47 H -0.1229 3.2483 1.4911
48 H -1.0227 3.0278 -0.0214
49 H -0.6998 0.4799 0.4267
50 H -0.3641 0.9992 2.0963
51 H -2.9050 1.2202 0.4964
52 H -2.6100 0.4211 2.0182
53 H -2.1039 3.0704 2.7342
54 H -3.5846 2.2177 2.9749
55 H -1.0098 6.5040 -1.2070
56 H 4.7763 4.5955 3.5232
57 H 6.4531 4.5387 2.9323
58 H 5.2074 5.3474 1.9999
59 C -4.8644 -2.5983 -1.9872
60 C -3.3619 -2.5444 -2.1259
61 O -2.6152 -2.6504 -1.1612
62 N -2.8539 -2.3785 -3.3722
63 C -3.5675 -2.2449 -4.6362
64 H -5.1051 -2.7369 -0.9381
65 H -5.3209 -1.6720 -2.3367
66 H -5.2764 -3.4308 -2.5575
67 H -1.8456 -2.3550 -3.3987
68 H -3.2796 -3.0427 -5.3217
69 H -3.3163 -1.2936 -5.1083
70 H -4.6403 -2.2877 -4.4863
71 C -0.3365 -5.3800 -5.7660
72 C -1.8208 -5.4830 -6.0317
73 O -2.4079 -4.6812 -6.7462
74 N -2.4870 -6.5015 -5.4380
75 C -1.9542 -7.5149 -4.5427
76 H 0.0457 -4.5197 -6.3067
77 H -0.1406 -5.2504 -4.7006
78 H 0.1837 -6.2734 -6.1104
79 H -3.4679 -6.5311 -5.6668
80 H -2.1025 -8.5088 -4.9659
81 H -2.4701 -7.4689 -3.5819
82 H -0.8945 -7.3643 -4.3718
83 C 0.6564 -6.1576 -0.9102
84 C 0.2369 -7.5513 -1.3199
85 O 0.6312 -8.0665 -2.3541
86 N -0.6054 -8.2173 -0.4896
87 C -1.1736 -7.7674 0.7682
88 H 1.3238 -5.7685 -1.6728
89 H -0.2099 -5.4995 -0.8251
90 H 1.1836 -6.1757 0.0440
91 H -0.8441 -9.1406 -0.8156
92 H -0.8737 -8.4327 1.5789
93 H -2.2631 -7.7638 0.7125
94 H -0.8364 -6.7638 1.0007
95 C -0.2496 5.9931 4.5486
96 C -0.3833 4.7240 5.3508
97 O 0.2743 3.7228 5.0798
98 N -1.2680 4.7149 6.3710
99 C -2.1297 5.7948 6.8212
100 H 0.4917 5.8262 3.7745
101 H -1.1991 6.2370 4.0714
102 H 0.0754 6.8306 5.1660
103 H -1.3104 3.8359 6.8628
104 H -1.9072 6.0473 7.8583
105 H -3.1758 5.4946 6.7567
106 H -1.9843 6.6777 6.2094

Properties
Highest occupied orbital energy (eV): -10.88
M (g/mol): 701.7
Charge: +1
2S+1: 1
HOMO-LUMO gap (eV): 8.709

***

Density functional theory data (ωB97M-V with the def2-TZVPD basis set) for the ion C4H9O2 with charge -1.

Cartesian coordinates (Å):
1 O 0.5794 1.1175 -2.0093
2 C 1.3136 0.8468 -0.8904
3 C 0.5499 1.0346 0.4239
4 C -0.6606 0.1574 0.5877
5 C -0.4892 -1.2587 0.0831
6 O -1.5124 -2.1283 0.6089
7 H 2.1732 1.4635 -0.8727
8 H 1.5912 -0.2716 -0.9251
9 H 0.3254 2.1230 0.5079
10 H 1.2960 0.8264 1.1766
11 H -1.4427 0.6349 -0.1033
12 H -1.0793 0.1718 1.6099
13 H -0.6174 -1.2445 -1.0258
14 H 0.4050 -1.8214 0.3205
15 H -2.4321 -1.6512 0.5080

Properties
Highest occupied orbital energy (eV): -2.12
M (g/mol): 89.1
Charge: -1
2S+1: 1
SMILES: [O-]CCCCO
HOMO-LUMO gap (eV): 5.870

***

Density functional theory data (ωB97M-V with the def2-TZVPD basis set) for a cluster of 2 separate species, C3H12N2OS in total.

Cartesian coordinates (Å):
1 N -0.3952 1.3589 1.5451
2 C -0.5501 1.2262 0.0916
3 C -0.3088 -0.2327 -0.3633
4 N 1.0867 -0.5514 0.0066
5 C -0.5565 -0.3689 -1.8608
6 S -1.1001 -2.0479 -2.3458
7 H -1.2943 1.3779 1.9998
8 H 0.1604 2.1653 1.7773
9 H 0.1855 1.8609 -0.4018
10 H -1.5534 1.5424 -0.2149
11 H -0.9455 -0.8313 0.2847
12 H 1.7128 0.0421 -0.5341
13 H 1.3018 -1.4953 -0.3108
14 H 0.3312 -0.0842 -2.4061
15 H -1.3416 0.3087 -2.1886
16 H -2.3368 -1.7076 -2.7181
17 O 2.2415 -0.8944 2.7010
18 H 1.9444 -0.3701 1.9339
19 H 1.4180 -1.2988 3.0041

Properties
Highest occupied orbital energy (eV): -9.21
M (g/mol): 124.2
2S+1: 1
SMILES: NC[C@H](N)CS.O
HOMO-LUMO gap (eV): 9.925